{
  "formula": "C7H26O9",
  "method": "ωB97M-V/def2-TZVPD",
  "elements": ["O", "C", "C", "C", "C", "C", "C", "C", "H", "H", "H", "H", "H", "H", "H", "H", "H", "H", "H", "H", "O", "H", "H", "O", "H", "H", "O", "H", "H", "O", "H", "H", "O", "H", "H", "O", "H", "H", "O", "H", "H", "O"],
  "xyz": [[1.928431, 1.678310, -3.266346], [1.916903, 0.681302, -2.580624], [2.131231, 0.903147, -1.078357], [2.130133, -0.539244, -0.460000], [0.850986, -0.644509, 0.364307], [0.846939, -1.588661, 1.290854], [-0.302870, -1.781074, 2.210555], [-1.404093, -2.499931, 1.984123], [1.704735, -0.297719, -3.010035], [3.015211, 1.433262, -0.779017], [1.302634, 1.427379, -0.635257], [2.147759, -1.290160, -1.284508], [3.038887, -0.695213, 0.088007], [-0.015859, -0.071087, 0.038007], [1.672815, -2.233409, 1.607278], [-0.145226, -1.255685, 3.140829], [-2.095455, -2.759182, 2.758282], [-1.531799, -2.832883, 0.963973], [-1.514079, 1.538550, 2.362962], [-2.376095, 2.655207, 2.619594], [-2.475273, 1.738336, 2.330727], [-1.653036, 2.191582, -0.367499], [-0.583859, 3.039367, -1.227462], [-0.773469, 2.205005, -0.769924], [-1.198998, -1.194451, -1.242582], [-1.769111, -1.509144, -2.698647], [-1.039052, -1.622610, -2.084065], [-3.446617, 0.822260, -2.458932], [-2.128589, 1.092224, -2.156980], [-2.615033, 0.842645, -2.976161], [-3.736195, 1.008416, 0.531587], [-2.282237, 0.438069, 0.523296], [-3.023182, 0.695544, -0.028782], [0.043342, 1.100640, 3.284660], [1.049965, 2.148062, 2.589764], [0.156667, 1.790314, 2.629261], [0.046868, -4.035182, -0.696492], [0.648937, -3.031745, -1.609235], [0.891988, -3.843231, -1.131626], [3.566829, 1.118046, 2.599920], [2.841500, -0.063969, 2.563831], [2.735021, 0.795455, 3.014494]],
  "atomic_forces_ev_per_a": [[-0.0624, -0.6968, -0.7162], [0.2384, 3.5063, 0.6106], [-0.0538, -3.1745, -0.0949], [-1.1072, 1.3911, -0.8383], [2.0589, -1.9174, -0.6827], [-1.7388, 0.2695, 1.1624], [-0.3554, -0.0799, -0.0592], [1.1933, 0.6317, -0.4202], [0.0032, -0.4590, 0.1156], [0.6309, 0.3691, -0.6274], [-0.3853, 0.4126, -0.3344], [-0.1275, 0.3865, 0.6316], [0.2481, -0.3137, 0.6831], [0.2420, 0.0661, 0.4277], [0.2409, 0.4504, -0.6562], [-0.0840, -0.3797, 0.6901], [-0.5294, 0.2040, 0.0975], [-0.2697, -0.5805, 0.0431], [-0.5458, -0.0885, -0.4064], [-0.5890, 0.0614, -0.0061], [0.7488, 0.4245, 0.5551], [-0.0382, 0.4747, -0.1484], [-0.4911, -0.3422, 0.2937], [0.3580, -0.0793, -0.1801], [-0.5801, 0.2008, -0.2064], [-0.1982, 0.5441, 0.3416], [0.9338, -0.7603, -0.1035], [-0.1884, -0.3003, -1.0688], [0.8143, -0.0686, -1.0580], [-0.5986, 0.3022, 1.9958], [0.3541, -0.0418, 0.5054], [-0.3631, 0.0454, 0.5435], [-0.1258, -0.2562, -1.3079], [1.0262, 0.0396, 0.3117], [0.0333, -0.7459, 0.3840], [-0.7899, 0.4858, -0.4142], [0.3695, -0.1688, -0.0609], [0.1036, -0.2216, -0.0259], [-0.5539, 0.3441, 0.0184], [-0.5529, 0.8061, 0.8392], [-1.1680, -0.1979, 0.5019], [1.8994, -0.5428, -1.3362]],
  "mulliken_charge": [-0.51, -0.13, -0.34, -0.51, 1.13, -0.70, -0.41, -0.85, 0.42, 0.42, 0.04, 0.20, 0.39, -0.27, 0.45, 0.34, 0.32, 0.18, 0.44, 0.32, -0.61, 0.36, 0.24, -0.56, 0.30, 0.30, -0.59, 0.36, 0.30, -0.66, 0.25, 0.22, -0.59, 0.26, 0.30, -0.74, 0.32, 0.29, -0.64, 0.33, 0.28, -0.62],
  "molar_mass_g_mol": 254.28,
  "smiles": "C=C/C=C/CCC=O.O.O.O.O.O.O.O.O",
  "orbital_gap_ev": 9.560,
  "e_homo_ev": -9.45
}